DFT (ωB97M-V with the def2-TZVPD basis set) results for 4 unconnected molecules or ions with the total composition C44H91IN9O9S.

For the total energy, the calculation gives -97859.0849 eV. Its frontier orbital gap is 6.55 eV. As for the total charge: +1. The LUMO energy comes out at -0.1160 hartree. The HOMO energy comes out at -9.713 eV.

The geometry in XYZ format:
```
155
Properties=species:S:1:pos:R:3:forces:R:3
C 0.373700 4.854214 1.304214 -0.847 0.392 -0.471
C 0.659467 3.709045 1.041767 0.642 -1.122 -1.439
C 0.974735 2.283035 0.446183 0.529 1.325 1.792
C 0.341859 2.143162 -0.994409 -2.113 0.654 0.785
C -0.588884 0.884446 -1.253643 -2.809 -1.411 0.017
C -1.309117 0.312351 0.087256 1.381 0.976 1.115
C -0.530608 -0.780489 0.901756 -1.394 -0.892 0.868
C -1.485712 -1.213126 2.132992 0.259 0.299 -0.380
C -1.312594 -2.731450 2.562948 -0.467 0.754 0.734
N -0.307230 -2.882819 3.638379 -0.187 -0.476 -0.621
C -1.935130 1.268123 -2.100844 -0.249 0.370 0.008
C -2.492750 0.112693 -3.006634 -1.247 0.517 -1.079
O -3.064446 -1.004498 -2.302470 0.000 0.790 -0.020
C -4.501125 -0.996061 -2.323457 -1.448 -1.187 0.421
C -5.151314 -1.481644 -3.690174 0.404 0.969 -0.373
N 0.017635 -0.242298 -1.976573 1.167 2.277 -0.355
C 1.446076 -0.226633 -2.287193 0.324 -3.042 -0.262
C 1.662780 -1.086902 -3.621731 0.212 -0.883 -0.711
C 0.925343 -2.505243 -3.619372 0.564 -0.490 -0.091
S -0.417742 -2.524689 -4.927518 -0.893 -0.971 1.393
C -1.642110 -3.660325 -4.182873 -1.153 -0.166 -0.161
N -2.964882 -3.775185 -4.476947 3.952 0.109 1.368
N -3.427722 -4.734383 -3.610312 1.932 -1.507 2.112
C -2.409108 -5.178426 -2.845371 -1.171 1.412 -1.823
O -1.219892 -4.531407 -3.182469 -1.937 0.598 -0.933
C 2.128182 -1.138878 -1.119423 1.071 2.420 1.445
C 3.661958 -1.397688 -1.281776 0.620 -2.747 -0.906
O 3.995859 -2.442245 -1.842350 -0.825 1.532 0.441
N 4.729564 -0.528907 -0.790462 -0.005 -0.592 0.104
C 5.915453 -0.536573 -1.730539 -0.255 1.113 -0.993
C 5.282356 -1.145146 0.471427 0.337 -0.351 0.458
C 2.173758 1.187169 -2.288087 0.965 -1.354 0.878
I 3.742191 1.394252 -3.827752 -0.805 0.160 0.526
N 1.324498 2.417755 -2.139491 1.511 0.447 -0.018
C 2.277395 3.548468 -1.750479 -0.051 1.835 0.634
C 0.661089 2.953915 -3.377101 -1.865 0.718 -2.813
C 0.247410 1.951276 -4.513555 -0.164 -0.052 -1.051
H -0.055669 5.877263 1.409707 0.851 -1.497 0.167
H 2.089911 2.062397 0.497280 -1.333 0.461 -0.175
H 0.558063 1.618827 1.248963 0.091 0.181 -1.368
H -0.376803 3.024570 -1.053825 0.908 -1.118 0.031
H -1.454210 1.202893 0.788172 -0.036 -0.998 -0.837
H -2.342787 -0.075789 -0.108289 1.195 0.277 -0.290
H 0.440827 -0.464195 1.370550 -0.759 -0.194 -0.830
H -0.376079 -1.733261 0.299416 -0.004 1.267 0.533
H -2.565854 -0.966213 1.889721 1.185 -0.414 0.102
H -1.208603 -0.555068 3.012633 -0.477 -0.838 -0.814
H -2.296328 -3.089713 2.990764 1.067 0.302 -0.551
H -1.059351 -3.401576 1.691386 -0.193 0.761 0.798
H -0.650103 -2.548413 4.539404 0.248 0.154 -0.531
H 0.594467 -2.475229 3.387928 -0.472 -0.054 0.311
H -1.812050 2.175150 -2.752969 0.028 -0.885 0.438
H -2.785662 1.542005 -1.392616 1.195 -0.224 -0.701
H -1.792011 -0.303009 -3.779100 -0.343 0.543 0.975
H -3.350718 0.576073 -3.602810 1.155 -0.322 0.590
H -4.946652 0.000343 -2.032129 0.796 -0.763 -0.264
H -4.831172 -1.733926 -1.523678 0.602 0.962 -0.820
H -5.675044 -2.473636 -3.623096 0.811 0.949 -0.024
H -5.903408 -0.710948 -4.027220 0.648 -0.852 0.339
H -4.342903 -1.500780 -4.487710 -1.053 -0.273 0.941
H -0.393202 -1.147184 -1.771988 0.280 0.318 0.000
H 1.335039 -0.563709 -4.561957 0.288 -0.164 1.078
H 2.748513 -1.369222 -3.795562 -1.230 0.696 0.521
H 1.643301 -3.318604 -3.952241 -0.732 1.138 0.583
H 0.545436 -2.832027 -2.614912 0.111 0.398 -1.094
H -2.376957 -5.932756 -2.024153 -0.171 0.880 -1.059
H 1.545417 -2.073684 -0.914336 0.869 0.770 -0.631
H 2.017353 -0.494811 -0.182363 0.029 -0.823 -0.984
H 6.712208 -1.260999 -1.412684 -0.799 0.717 -0.416
H 6.282196 0.540110 -1.741519 -0.015 -1.454 0.197
H 5.599585 -0.739012 -2.799996 0.380 -0.059 1.446
H 5.675356 -2.189727 0.244603 -0.640 1.091 0.246
H 6.191318 -0.553951 0.801540 -1.355 -0.447 -0.249
H 4.512136 -1.218671 1.287582 0.762 0.263 -0.777
H 2.811494 1.166122 -1.345640 -0.758 0.195 -1.263
H 1.590300 4.390691 -1.417959 1.052 -1.046 -0.042
H 2.870484 3.960864 -2.603668 -0.795 -0.898 0.429
H 3.036475 3.262977 -0.979059 -1.123 0.090 -0.483
H -0.273153 3.552690 -3.127779 1.281 -0.962 0.422
H 1.275135 3.728115 -3.938732 -0.128 -1.131 1.280
H -0.166415 0.960360 -4.212855 0.307 0.959 0.139
H -0.558294 2.467915 -5.129986 0.911 -0.564 0.873
H 1.082113 1.751709 -5.257948 -0.837 0.305 1.145
C 3.489077 7.747477 8.157841 -0.277 -0.116 0.010
O 2.396028 8.007177 7.290141 0.427 0.124 0.017
C 2.745147 8.791927 6.151176 -0.484 -0.056 -0.281
C 2.700025 7.950444 4.878424 0.340 -0.023 0.351
N 3.791277 6.978757 4.843609 -0.240 -0.038 -0.075
C 3.647804 5.955201 3.810022 0.045 -0.033 0.240
C 2.416994 5.038651 3.867537 0.416 -0.184 -0.119
O 2.409462 4.138582 4.966011 -0.193 0.202 -0.165
C 1.938340 4.679879 6.189072 0.148 -0.309 0.063
H 3.090192 7.326482 9.081460 -0.051 0.040 -0.081
H 4.173573 7.015271 7.719361 0.184 0.079 0.056
H 4.031191 8.664813 8.399774 0.059 -0.027 -0.027
H 3.714398 9.286718 6.272169 0.021 -0.191 0.035
H 1.984623 9.574456 6.069525 0.051 0.003 -0.019
H 2.780527 8.610893 4.008602 0.005 -0.035 0.009
H 1.722657 7.458577 4.847578 -0.184 0.136 -0.025
H 3.845358 6.512657 5.741261 0.026 0.095 -0.046
H 4.537091 5.320526 3.872441 -0.076 -0.032 -0.068
H 3.679185 6.442271 2.827981 -0.088 0.014 0.029
H 2.446470 4.406581 2.976886 0.043 0.024 0.088
H 1.472409 5.590977 3.808725 0.002 0.063 0.169
H 1.148993 5.421136 6.041595 0.094 0.081 -0.024
H 2.766483 5.106429 6.757869 -0.137 0.199 0.105
H 1.531377 3.857978 6.780725 0.012 -0.021 -0.106
C -0.505781 2.848609 9.200974 0.197 -0.252 -0.100
O -0.201479 1.494451 9.495826 -0.243 0.375 0.097
C -1.135366 0.878468 10.381487 0.117 -0.586 -0.045
C -1.971655 -0.163550 9.642546 -0.033 0.489 -0.010
N -2.902799 0.464317 8.706703 0.154 -0.205 -0.063
C -3.522613 -0.468402 7.765184 0.089 0.197 -0.073
C -2.604854 -1.253164 6.814440 -0.444 -0.068 -0.067
O -1.961458 -0.454825 5.826141 0.180 -0.219 0.170
C -0.785281 0.205438 6.268561 -0.148 0.109 -0.304
H 0.356499 3.280508 8.691612 -0.005 -0.081 0.060
H -1.366904 2.919099 8.529581 -0.106 0.181 0.083
H -0.694597 3.421555 10.112118 -0.071 0.025 -0.029
H -1.765272 1.613347 10.893488 -0.009 0.035 -0.198
H -0.545993 0.362279 11.145192 -0.043 0.025 -0.002
H -2.538141 -0.751268 10.371948 0.006 0.004 -0.049
H -1.276057 -0.832954 9.127236 0.130 -0.137 0.148
H -2.407451 1.167528 8.172017 -0.042 -0.018 0.101
H -4.212319 0.118594 7.151223 0.010 -0.108 -0.023
H -4.135063 -1.180178 8.329839 0.102 -0.027 -0.018
H -3.241404 -1.948409 6.258106 0.012 0.067 -0.012
H -1.876747 -1.875933 7.345635 0.111 0.155 0.060
H -0.229984 -0.381335 7.004193 -0.072 0.056 0.076
H -1.033062 1.189537 6.670396 0.188 0.001 0.180
H -0.142121 0.365303 5.400153 -0.043 -0.069 -0.027
C -1.913139 -7.229542 -11.627410 0.240 -0.113 0.152
O -0.917901 -6.514159 -10.911907 -0.372 0.118 -0.238
C -1.238549 -5.139407 -10.708078 0.406 0.124 0.385
C -1.551301 -4.866500 -9.238942 -0.312 -0.276 -0.314
N -2.822248 -5.469000 -8.844167 0.218 0.003 0.078
C -3.046909 -5.498067 -7.398457 0.016 -0.120 -0.085
C -2.044969 -6.280225 -6.533154 -0.379 0.037 0.157
O -2.089091 -7.687793 -6.723225 0.290 0.264 -0.026
C -1.356263 -8.160926 -7.842224 -0.224 -0.266 0.176
H -1.494212 -8.197193 -11.905973 0.047 0.080 0.047
H -2.793535 -7.408263 -11.003350 -0.148 0.032 -0.138
H -2.204389 -6.701457 -12.538813 -0.067 0.008 0.019
H -2.051055 -4.803965 -11.361219 -0.061 -0.163 0.092
H -0.343530 -4.569828 -10.977675 -0.042 0.018 -0.007
H -1.602825 -3.784150 -9.078207 -0.009 -0.024 0.024
H -0.718371 -5.262478 -8.649421 0.207 0.114 -0.024
H -2.854675 -6.421740 -9.186127 0.006 0.109 -0.033
H -4.036042 -5.938691 -7.242893 0.070 0.023 0.102
H -3.103759 -4.467778 -7.031367 0.074 -0.056 -0.003
H -2.327361 -6.117859 -5.489754 -0.064 -0.106 -0.080
H -1.018563 -5.904785 -6.625155 0.051 -0.059 -0.207
H -0.456437 -7.570082 -8.030769 -0.074 0.072 -0.060
H -1.993148 -8.184145 -8.728441 0.186 0.052 -0.170
H -1.054881 -9.189531 -7.635919 -0.023 0.058 0.084
```
Positions in Å, forces in eV/Å.

Mulliken atomic charge list, values in e, 4 entries: C 0.202; C -1.530; C -0.109; C -0.652